The following is a quantum chemistry calculation of 3 unconnected molecules or ions with the total composition C20H34F3O8PS3, from OMol25.

Results
**Kohn-Sham gap**: 7.75 eV
**LUMO**: -0.865 eV
**Electronic energy**: -3219.86632 Ha
**SMILES string**: CC(C)CCC1=C([PH2]=S)C(=O)C=C(CCC(F)(F)F)C1=O.CCOS(C)(=O)=O.CCOS(C)(=O)=O
**Max |F|**: 0.0464 Eh/bohr
**Net charge**: 0

XYZ file:
```
69
Properties=species:S:1:pos:R:3:forces:R:3:lowdin_charge:R:1
C 1.66845 -1.58216 1.27199 0.0 -0.5 -0.4 -0.057
C 1.82207 -0.56067 0.14348 -0.1 0.1 -0.6 -0.374
C 0.75274 -0.77754 -0.99129 0.7 0.0 1.3 -0.037
C 1.90854 0.91709 0.60897 0.5 -0.8 0.3 -0.166
C 1.09156 1.25490 1.87115 -0.1 0.9 -0.4 -0.136
C -0.40537 1.18484 1.68641 0.6 -1.1 0.7 -0.135
C -1.15957 1.94506 0.91725 0.1 1.3 -0.1 -0.280
P -0.49549 3.26541 -0.15098 -1.2 -0.6 -1.6 0.443
S -0.72869 2.73484 -2.02804 0.2 0.1 0.2 0.132
C -2.65018 1.70763 0.92881 1.0 -1.7 -0.5 -0.389
O -3.43603 2.59032 0.94815 -1.3 1.8 -0.1 0.119
C -3.03412 0.25943 0.96251 -0.1 1.2 -0.5 0.063
C -2.29625 -0.51147 1.71681 0.5 -1.4 0.8 -0.130
C -2.57397 -2.00715 1.79717 0.7 0.2 -0.4 -0.084
C -2.73510 -2.55289 0.34513 -0.3 0.6 1.0 -0.056
C -2.20541 -3.96181 0.17841 -0.6 1.9 -1.2 -0.694
F -2.41552 -4.74177 1.20428 -0.1 -1.0 1.1 0.182
F -0.90021 -3.90743 -0.08031 1.2 -0.2 0.4 0.136
F -2.74033 -4.50863 -0.90908 -0.7 -0.8 -0.6 0.146
C -1.15301 0.11812 2.46869 -0.5 0.3 -2.3 -0.317
O -0.83818 -0.19717 3.56304 0.6 -0.7 2.0 0.163
H 0.80965 -1.41250 1.92717 0.1 0.1 -0.1 0.060
H 2.56292 -1.69757 1.89109 -0.1 0.3 0.0 0.069
H 1.49731 -2.55647 0.79941 0.0 0.0 0.1 0.079
H 2.78262 -0.77751 -0.33488 0.0 0.1 0.2 0.118
H 0.26943 0.17865 -1.17986 -0.3 -0.3 -0.4 0.014
H 0.05826 -1.54697 -0.64426 -0.3 0.2 -0.3 0.046
H 1.25711 -1.15345 -1.87954 -0.2 0.1 -0.1 0.078
H 2.95867 1.09867 0.86496 -0.1 0.1 0.1 0.102
H 1.69766 1.56338 -0.24631 -0.2 0.0 0.1 0.074
H 1.41217 0.63218 2.70449 -0.2 0.0 0.0 0.115
H 1.32674 2.29127 2.14196 0.1 -0.1 0.1 0.116
H -1.30835 4.40152 0.06084 0.6 -0.1 0.6 -0.011
H 0.85479 3.52139 0.14965 -0.4 0.2 0.6 -0.010
H -3.87598 -0.11257 0.39628 -0.2 0.4 0.0 0.127
H -3.47309 -2.17603 2.38910 0.1 -0.2 0.0 0.130
H -1.73904 -2.52964 2.26860 -0.1 0.2 0.2 0.119
H -2.16613 -1.92283 -0.33635 0.0 -0.1 -0.1 0.117
H -3.78475 -2.45132 0.06974 0.1 -0.5 -0.2 0.132
O 5.35064 -0.04030 1.21052 0.0 0.3 0.1 -0.279
S 6.33391 -0.85361 1.86031 0.1 -0.7 -0.1 0.571
O 7.07001 -0.36188 2.98247 -0.1 0.3 0.0 -0.270
O 7.35231 -1.40414 0.76391 -0.2 -0.1 0.1 -0.261
C 8.04483 -0.44760 -0.06086 0.4 0.6 -0.3 -0.251
C 9.12490 0.30009 0.69750 -0.1 0.0 0.3 -0.075
C 5.61441 -2.40066 2.30013 0.0 -0.1 -0.1 -0.123
H 7.32863 0.24165 -0.51260 -0.1 -0.1 0.1 0.115
H 8.49773 -1.01897 -0.86932 -0.2 -0.2 0.1 0.121
H 8.69979 0.92104 1.48485 0.0 0.0 0.0 0.069
H 9.68311 0.94998 0.02286 0.0 -0.1 -0.1 0.082
H 9.81395 -0.39918 1.17194 0.0 0.0 -0.1 0.085
H 5.07314 -2.79894 1.44560 0.0 0.0 0.0 0.073
H 4.93216 -2.21255 3.12698 0.0 0.1 0.0 0.075
H 6.40425 -3.07732 2.61612 0.0 0.0 0.0 0.075
O -4.31215 1.26759 -1.73414 -0.2 -0.4 0.0 -0.289
S -5.53058 1.98440 -1.96669 0.0 0.7 -0.2 0.572
O -6.78055 1.48633 -1.47869 0.1 -0.3 0.1 -0.275
O -5.66181 2.28042 -3.52920 0.0 0.1 0.2 -0.258
C -5.62065 1.16462 -4.43696 -0.1 -0.6 -0.4 -0.252
C -6.88970 0.33408 -4.39664 -0.1 0.0 0.3 -0.076
C -5.34256 3.64939 -1.43060 0.0 0.1 -0.1 -0.117
H -4.73967 0.55230 -4.23392 0.0 0.1 0.2 0.116
H -5.49642 1.58965 -5.43155 0.1 0.3 0.1 0.121
H -7.01937 -0.14592 -3.42760 0.0 0.0 0.0 0.067
H -6.85739 -0.44776 -5.15631 0.1 0.1 -0.1 0.081
H -7.76446 0.96234 -4.56715 0.0 0.0 -0.1 0.085
H -4.40732 4.04450 -1.81996 0.0 -0.1 0.0 0.076
H -5.32385 3.63335 -0.34306 0.0 -0.1 0.0 0.063
H -6.19326 4.22789 -1.78260 0.0 -0.1 0.0 0.076
```
Positions in Å, forces in eV/Å.

The following is a quantum chemistry calculation of a molecular structure, C18H15CoN7O, from OMol25.

Results
**Kohn-Sham gap (spin up / spin down)**: 7.72 / 7.72 eV
**LUMO (spin up / spin down)**: -0.404 / -0.463 eV
**Electronic energy**: -2536.17485 Ha
**2S+1**: 4
**Max |F|**: 0.0641 Eh/bohr
**Net charge**: 0

XYZ file:
```
42
Properties=species:S:1:pos:R:3:forces:R:3:lowdin_charge:R:1
Co 6.12719 -12.04554 12.71927 0.7 0.2 0.1 0.723
N 4.93988 -19.30815 13.46022 0.4 1.9 0.0 0.130
C 5.15357 -18.16652 13.36349 -0.4 -0.2 -0.4 -0.160
C 5.43248 -16.70590 13.15826 0.1 -2.7 0.7 -0.252
C 6.59045 -16.22487 13.73172 1.1 -0.6 0.7 -0.053
C 6.89695 -14.88306 13.58557 -1.3 0.1 -1.0 -0.103
C 6.04188 -14.02300 12.85852 -0.6 -0.4 -0.7 -0.209
C 4.88994 -14.58327 12.23240 1.4 -0.3 0.9 -0.144
C 4.59271 -15.93017 12.40727 -0.2 1.2 0.2 -0.063
H 7.22778 -16.95751 14.30363 -0.6 1.1 -0.7 0.138
H 7.79729 -14.48694 13.95616 1.0 0.4 0.7 0.072
H 4.26022 -13.93555 11.64188 -0.3 -0.1 -0.1 0.073
H 3.65738 -16.32592 12.12940 -0.9 -0.5 -0.8 0.099
N 7.55825 -11.46467 14.07845 -2.1 -0.8 0.2 0.124
C 8.58295 -10.95284 14.03578 2.2 0.7 -0.9 -0.175
C 9.74169 -10.27585 13.70602 0.8 0.6 0.4 -0.274
C 11.09166 -10.72419 13.83915 -1.5 -0.4 0.0 -0.238
N 12.15756 -11.13764 13.89525 0.9 -0.2 0.1 0.130
C 9.59890 -8.97918 13.16634 -0.3 1.3 -0.7 -0.244
N 9.46907 -7.95052 12.63191 0.3 -1.1 0.8 0.141
C 5.68565 -6.63719 9.77247 1.1 1.7 -0.9 -0.038
C 5.80456 -7.96329 10.32599 0.6 -2.9 0.8 -0.244
C 4.87214 -8.98903 10.15713 -1.1 2.5 -1.9 -0.038
C 5.12061 -10.28100 10.42951 -0.8 -0.6 -0.2 -0.187
N 6.22975 -10.70423 10.99837 1.0 -0.4 0.9 0.015
C 7.15181 -9.75074 11.23486 -0.5 -0.9 0.0 -0.100
C 6.96809 -8.43564 10.93645 0.8 1.9 -0.3 -0.003
H 4.98975 -6.01942 10.28352 -0.8 0.5 0.7 0.080
H 5.36144 -6.60715 8.72083 0.3 -0.3 0.3 0.104
H 6.67175 -6.13691 9.87416 -0.6 -0.1 -0.3 0.105
H 3.98268 -8.73912 9.56024 0.1 -0.2 0.4 0.128
H 4.34129 -10.95403 10.11232 0.2 -0.7 0.3 0.111
H 8.09575 -10.05729 11.63652 0.2 -0.3 0.2 0.087
H 7.82960 -7.78013 11.13816 -0.6 -0.2 -0.1 0.090
N 2.83286 -12.77042 13.56882 1.1 0.2 0.6 0.180
C 3.29947 -11.66624 12.92121 0.0 0.3 0.2 -0.606
N 2.51004 -11.15743 11.94958 -1.5 -1.7 0.3 0.187
O 4.39296 -11.10415 13.20887 -1.0 -0.8 -0.1 -0.064
H 2.00553 -13.29711 13.30845 0.4 0.4 0.0 0.122
H 3.50674 -13.21625 14.21303 -0.8 0.4 -0.7 0.135
H 1.63085 -11.64841 11.72985 0.9 0.7 0.1 0.134
H 2.72535 -10.32641 11.45857 0.4 0.6 -0.1 0.083
```
Positions in Å, forces in eV/Å.

The following is a quantum chemistry calculation of C5H8O2 in the gas phase, from OMol25.

Results
**Kohn-Sham gap**: 10.71 eV
**LUMO**: 0.806 eV
**Electronic energy**: -345.74429 Ha
**SMILES string**: O=CCC1(O)CC1
**Max |F|**: 0.0107 Eh/bohr
**Net charge**: 0

XYZ file:
```
15
Properties=species:S:1:pos:R:3:forces:R:3:lowdin_charge:R:1
O 0.10076 2.00093 0.36080 -0.2 0.1 0.1 0.008
C 0.08813 0.65218 -0.02585 0.1 -0.3 -0.1 -0.526
C 0.43522 -0.29153 1.12359 0.0 0.1 0.0 -0.071
C -0.11139 -1.70226 1.05834 -0.3 -0.1 -0.1 -0.244
O -1.26302 -1.97169 0.80818 0.5 0.1 0.1 0.047
C 0.65887 0.40696 -1.38464 0.2 0.0 -0.1 -0.060
C -0.82722 0.27527 -1.15241 -0.2 0.0 0.0 -0.058
H -0.75226 2.19155 0.77168 0.1 0.0 0.0 0.107
H 1.52145 -0.31984 1.25896 -0.1 0.0 0.0 0.121
H 0.02203 0.13916 2.04541 0.0 -0.1 -0.1 0.132
H 0.60728 -2.51501 1.29824 -0.1 0.1 0.0 0.122
H 1.23811 -0.49998 -1.54093 -0.1 0.1 0.0 0.109
H 1.01543 1.27832 -1.92659 -0.1 -0.1 0.1 0.110
H -1.46059 1.06887 -1.53969 0.1 -0.1 0.1 0.111
H -1.27279 -0.71293 -1.15509 0.1 0.2 0.0 0.092
```
Positions in Å, forces in eV/Å.

The following is a quantum chemistry calculation of 13 unconnected molecules or ions with the total composition C17H29Cl36N3OSi, from OMol25.

Results
**Kohn-Sham gap**: 8.71 eV
**LUMO**: 0.148 eV
**Electronic energy**: -17760.95465 Ha
**Max |F|**: 0.0361 Eh/bohr
**Net charge**: 0

XYZ file:
```
87
Properties=species:S:1:pos:R:3:forces:R:3:lowdin_charge:R:1
C 0.87579 -1.60424 -1.41665 0.3 -0.5 0.1 -0.099
C 0.24842 -2.90225 -0.84248 0.3 1.8 -0.3 -0.340
O 1.18741 -3.93829 -1.03883 -0.5 -0.3 0.2 -0.276
C 1.12812 -4.95684 -0.04232 0.7 -0.5 0.1 -0.333
Si 2.10636 -4.50346 1.54828 -0.2 -0.1 0.3 0.680
C 2.84048 -6.08628 2.33365 -0.3 1.1 -0.1 -0.261
C 3.82646 -5.67372 3.47330 -0.9 -0.1 -0.9 -0.721
N 3.43243 -4.30637 3.93224 0.4 -0.3 0.2 0.035
N 3.71119 -6.66876 4.53075 0.5 0.0 -0.3 0.074
N 5.15258 -5.65847 2.89616 0.2 -0.1 0.3 0.084
H 1.92182 -1.82788 -1.64559 -0.2 0.2 0.1 0.008
H 0.41331 -1.29159 -2.35369 -0.1 0.2 0.2 0.029
H 0.88668 -0.80253 -0.67606 -0.2 -0.1 -0.3 -0.005
H 0.01763 -2.68773 0.20921 0.3 -0.6 -0.1 0.036
H -0.70541 -3.07043 -1.35633 0.1 -0.5 0.2 0.070
H 0.10634 -5.29688 0.18455 0.0 0.2 -0.1 0.059
H 1.63468 -5.83224 -0.47623 -0.1 0.1 0.0 0.081
H 1.19116 -3.76048 2.44398 -0.1 -0.1 0.0 -0.039
H 3.22827 -3.60828 1.19697 0.0 0.1 -0.2 -0.016
H 2.00724 -6.68104 2.71808 0.4 0.0 -0.1 -0.025
H 3.35745 -6.62368 1.53284 -0.1 -0.3 0.3 0.065
H 4.25236 -3.71404 3.98885 -0.1 0.1 0.1 0.040
H 3.02599 -4.37204 4.85783 -0.1 0.2 0.0 0.075
H 4.41482 -6.52250 5.24573 -0.1 0.0 0.1 0.062
H 2.78398 -6.64449 4.93479 0.0 0.0 0.1 0.065
H 5.79523 -5.07036 3.41682 -0.1 -0.1 0.0 -0.009
H 5.12065 -5.30325 1.94963 0.0 0.0 0.0 0.070
C 1.12267 2.65448 -0.08338 0.1 -0.2 0.0 -1.554
Cl 2.11384 2.10531 -1.43614 -0.1 0.0 0.0 0.542
Cl 0.46752 1.27803 0.80813 0.1 0.3 0.1 0.530
Cl 2.05350 3.70783 0.98663 -0.1 0.0 0.0 0.525
H 0.29599 3.22885 -0.48022 0.1 -0.1 0.1 -0.080
C 7.28773 -4.47881 6.09864 0.1 0.0 0.1 -1.546
Cl 6.43315 -3.87368 7.51916 0.0 0.0 -0.1 0.528
Cl 7.07684 -3.38003 4.72909 0.1 0.1 0.1 0.558
Cl 8.99891 -4.71809 6.44771 -0.1 0.0 0.0 0.541
H 6.86060 -5.43724 5.82957 0.0 0.0 0.0 0.002
C -2.18847 -2.83807 -4.28243 0.1 -0.1 0.1 -1.528
Cl -2.26254 -1.19043 -3.64875 0.0 0.0 0.0 0.536
Cl -0.58904 -3.53889 -4.03143 -0.1 0.0 -0.2 0.583
Cl -3.43367 -3.84546 -3.53729 0.0 0.0 0.0 0.524
H -2.37917 -2.79799 -5.34677 0.0 0.0 0.0 0.009
C 4.69427 -2.20443 -3.93629 -0.1 -0.1 0.1 -1.537
Cl 4.67280 -0.53703 -3.34960 0.0 0.0 0.0 0.517
Cl 6.28492 -2.93177 -3.68543 0.0 0.0 0.0 0.520
Cl 3.43636 -3.15523 -3.14926 0.2 -0.1 -0.1 0.587
H 4.49532 -2.18939 -4.99988 0.0 0.0 0.0 0.011
C 0.26582 7.05013 -0.64076 0.1 0.1 -0.1 -1.525
Cl -1.00854 8.25311 -0.42281 0.0 -0.1 0.0 0.542
Cl -0.43059 5.46964 -1.01120 -0.2 0.2 -0.1 0.574
Cl 1.38665 7.54952 -1.90592 0.0 0.0 0.1 0.542
H 0.81609 6.96629 0.28781 0.0 0.0 0.0 0.012
C -1.19035 12.02715 -0.33248 0.0 0.1 0.1 -1.556
Cl -2.03098 12.75641 1.03692 0.0 0.0 -0.1 0.534
Cl -1.41447 12.99752 -1.79247 0.1 0.0 0.0 0.549
Cl 0.52456 11.82224 0.02025 -0.1 0.0 0.0 0.524
H -1.61802 11.04946 -0.51090 0.0 0.0 0.0 -0.033
C -2.41995 -2.18924 2.54027 0.1 -0.1 0.0 -1.513
Cl -1.98474 -2.31141 4.24692 0.0 0.0 -0.1 0.531
Cl -1.68921 -0.76200 1.80331 -0.1 0.0 0.0 0.516
Cl -1.93129 -3.63891 1.66217 -0.3 -0.1 0.2 0.558
H -3.49565 -2.09374 2.47092 0.0 0.0 0.0 0.014
C -3.61821 14.34420 -4.43116 0.0 0.0 -0.1 -1.553
Cl -4.88714 15.55499 -4.21841 0.0 0.0 0.0 0.519
Cl -4.30588 12.75621 -4.77849 0.3 0.0 0.0 0.502
Cl -2.49839 14.83482 -5.70457 0.0 0.0 0.1 0.530
H -3.06468 14.27065 -3.50478 -0.1 0.0 0.0 -0.053
C -7.92406 11.49117 -3.65844 0.0 0.0 0.1 -1.545
Cl -6.86505 10.44084 -2.71162 0.0 0.0 -0.1 0.516
Cl -9.59225 11.36886 -3.09147 0.0 0.2 0.0 0.520
Cl -7.35963 13.15980 -3.60108 -0.3 -0.1 0.1 0.502
H -7.89446 11.15877 -4.68840 0.0 0.0 0.0 0.017
C -0.57991 -8.72292 3.29937 0.1 -0.1 -0.1 -1.515
Cl -1.36098 -9.84068 2.17712 -0.1 0.1 0.1 0.516
Cl 1.17149 -8.91961 3.26223 -0.2 -0.3 0.2 0.564
Cl -1.01621 -7.05400 2.92120 0.0 0.1 0.0 0.532
H -0.92788 -8.94701 4.29928 0.0 0.0 0.0 0.014
C 2.85493 -11.48867 0.17913 0.0 0.0 0.1 -1.546
Cl 3.93265 -12.54575 1.09535 0.0 0.0 0.0 0.523
Cl 1.19006 -11.65273 0.74260 0.1 0.0 -0.1 0.498
Cl 3.38806 -9.80877 0.28866 0.0 0.0 0.0 0.516
H 2.89200 -11.78811 -0.86002 0.0 0.0 0.0 0.011
C -11.34053 8.07285 -3.20861 0.0 0.0 -0.1 -1.568
Cl -12.54174 8.61622 -4.38287 0.0 0.0 0.0 0.522
Cl -11.78638 6.50281 -2.53631 0.0 0.1 0.0 0.527
Cl -9.73663 8.00885 -3.93923 0.0 -0.1 0.0 0.503
H -11.31146 8.79120 -2.39905 0.0 0.0 0.0 -0.002
```
Positions in Å, forces in eV/Å.